A structure of composition C28H36AsN2NiO9P4S3Sb at a distorted geometry, computed with ωB97M-V/def2-TZVPD.

Geometry as XYZ:
```
85
C28H36AsN2NiO9P4S3Sb (ωB97M-V/def2-TZVPD)
Sb -0.358 -2.341 -3.297
As 4.873 -2.163 3.331
Ni -0.180 -0.567 0.416
S -1.442 -1.345 -1.177
S -1.475 -1.254 -4.991
S -2.693 -2.882 -0.804
P 0.103 2.400 -1.711
P -1.404 -0.885 3.141
P 1.311 -2.118 0.467
P -0.314 1.665 2.416
O -1.403 0.532 2.156
O -2.045 -1.904 2.115
O 0.937 1.000 1.651
O -0.632 3.001 1.923
O -2.219 -0.573 4.330
O -0.026 1.652 3.960
O 0.042 -1.214 3.246
O 0.010 1.112 -0.937
O -0.880 3.503 -1.567
N -1.535 1.342 -3.396
N 1.895 3.179 0.025
C 1.453 -2.667 5.698
C 3.706 -4.198 5.164
C -0.355 -5.820 0.503
C 0.417 -5.381 2.735
C 1.568 -3.938 6.238
C 0.129 -4.587 0.092
C 2.473 -2.159 4.906
C 2.494 -1.138 -1.790
C 0.902 -4.149 2.331
C -0.111 1.781 -3.437
C 2.748 -3.517 -1.529
C 1.804 2.998 -1.430
C 3.820 -2.499 1.677
C 8.072 -5.632 2.780
C 2.233 -2.308 -1.077
C 6.136 -3.643 3.110
C 3.501 -3.557 -2.695
C 2.611 -1.573 1.608
C 2.704 -4.694 5.985
C 3.763 -2.391 -3.398
C 5.788 -4.899 2.617
C 7.469 -3.400 3.428
C 0.777 -3.755 1.000
C 3.590 -2.932 4.596
C 3.267 -1.179 -2.939
C 8.434 -4.387 3.268
C -0.206 -6.220 1.820
C 6.747 -5.886 2.454
H 2.547 -4.430 -0.983
H 0.479 0.891 -3.663
H 3.456 -0.268 -3.493
H -3.000 -1.882 1.986
H 1.088 3.698 0.374
H -0.161 0.796 4.397
H 2.895 -0.568 1.288
H 4.347 -2.428 -4.309
H 3.882 -4.504 -3.054
H 1.346 -3.487 3.063
H 2.726 3.699 0.277
H -1.708 0.859 -2.499
H 2.358 -1.160 4.502
H 4.492 -2.338 0.830
H -0.593 -7.179 2.141
H 2.006 3.903 -2.012
H 0.562 -2.077 5.864
H 0.002 2.528 -4.218
H 9.466 -4.179 3.521
H 2.510 2.216 -1.729
H 0.771 -4.339 6.851
H 2.087 -1.449 2.552
H 2.053 -0.203 -1.460
H 8.821 -6.403 2.651
H -0.017 -4.282 -0.934
H 1.317 1.663 1.008
H 0.517 -5.673 3.772
H -1.762 0.601 -4.141
H 7.758 -2.425 3.806
H 6.459 -6.856 2.069
H 4.758 -5.119 2.361
H 3.526 -3.549 1.660
H -0.873 -6.447 -0.210
H -2.157 2.149 -3.425
H 2.806 -5.683 6.415
H 4.574 -4.812 4.964
```

**Total charge**: -1
**Orbital gap (spin up / spin down)**: 5.44 / 6.30 eV
**Multiplicity**: 2
**E**: -8420.03172 hartree

***

A structure of composition C28H36AsO11P2V, computed with ωB97M-V/def2-TZVPD.

Geometry as XYZ:
```
79
C28H36AsO11P2V (ωB97M-V/def2-TZVPD)
As 0.652 -2.870 0.367
V 0.393 -0.272 0.307
P 1.612 0.545 -2.511
P 3.566 0.230 -0.212
O 4.185 1.248 -2.464
O -0.431 1.822 0.431
O 1.357 2.019 -1.894
O 1.492 0.510 -3.965
O 1.187 1.139 2.173
O 3.756 1.752 0.148
O -0.633 -0.811 2.151
O 0.725 -0.342 -1.601
O -1.710 -0.165 -0.146
O 2.401 -0.360 0.514
O 4.823 -0.590 0.233
C 2.388 -3.319 2.753
C 3.557 -3.836 3.293
C 1.040 0.351 3.345
C -2.037 -1.132 1.951
C 1.012 -3.559 -2.512
C -1.420 2.197 -0.543
C -1.783 -4.301 -0.178
C -3.042 -5.571 1.431
C 0.774 2.497 2.302
C 0.358 2.918 0.919
C 1.473 -3.588 -1.205
C 2.151 -3.464 1.396
C 1.771 -4.166 -3.503
C 3.781 -1.162 -2.596
C 2.692 -4.196 -0.870
C -2.887 -5.079 0.142
C 2.977 -4.779 -3.182
C 3.446 -4.793 -1.877
C -0.391 -0.126 3.404
C 3.068 -4.119 0.559
C 4.234 -4.633 1.117
C -0.831 -4.020 0.797
C -2.603 -0.130 0.986
C 3.343 0.173 -2.011
C -0.977 -4.524 2.087
C -2.085 -5.300 2.400
C -1.962 0.878 -1.106
C 4.470 -4.489 2.476
H -0.224 -4.344 2.845
H 4.276 1.199 -3.426
H -0.568 -0.824 4.224
H -2.621 0.881 1.400
H 4.957 -5.152 0.503
H -1.671 -3.935 -1.193
H -3.900 -6.181 1.678
H 1.733 -0.485 3.235
H -3.031 0.919 -1.314
H -2.547 -1.141 2.913
H 3.559 -5.253 -3.961
H 3.755 -3.738 4.352
H -0.244 3.828 0.950
H 1.427 -4.158 -4.528
H -1.091 0.709 3.487
H 4.842 -1.327 -2.404
H 3.612 -1.152 -3.673
H -2.188 2.791 -0.040
H -0.064 2.579 2.999
H 4.153 2.244 -0.592
H 3.213 -1.989 -2.174
H -2.192 -5.705 3.398
H 5.689 -0.287 -0.067
H -2.080 -2.134 1.530
H -3.606 -0.410 0.657
H 1.206 3.068 0.253
H 1.673 -2.825 3.401
H -0.970 2.796 -1.333
H 5.375 -4.897 2.905
H 4.387 -5.274 -1.650
H -3.622 -5.309 -0.618
H 1.318 0.909 4.241
H 1.551 2.708 -2.542
H 1.600 3.104 2.679
H -1.435 0.570 -2.004
H 0.087 -3.062 -2.775
```

**Total charge**: +2
**Orbital gap (spin up / spin down)**: 1.91 / 1.89 eV
**Multiplicity**: 3
**E**: -5778.46547 hartree

***

A structure of composition C28H36BaP2Si at a distorted geometry, computed with ωB97M-V/def2-TZVPD.

Geometry as XYZ:
```
68
C28H36BaP2Si (ωB97M-V/def2-TZVPD)
Ba -1.897 -0.187 -0.556
P -0.952 -1.525 2.158
P -1.214 1.258 4.235
Si 0.295 -1.485 -3.413
C -0.741 0.038 -4.055
C 1.137 -2.148 3.837
C -1.966 2.607 -4.444
C 4.801 -0.575 -4.669
C -2.622 1.600 -3.738
C 0.102 -1.227 3.618
C -2.068 0.318 -3.634
C 2.807 -1.929 -4.901
C -1.364 -3.306 2.400
C -0.059 2.207 -1.270
C 2.075 -0.984 -4.159
C 1.011 0.121 5.454
C 2.005 -0.833 5.670
C 2.065 -1.971 4.860
C -0.339 2.799 4.705
C 0.765 1.417 -0.444
C 0.068 -0.048 4.432
C -2.246 0.961 5.711
C -0.140 1.043 -4.830
C 4.187 -1.761 -5.082
C -0.724 2.303 -5.001
C 0.258 1.476 0.868
C -2.622 -0.830 2.534
C -0.904 2.296 0.854
C -1.102 2.739 -0.482
C 2.674 0.239 -3.841
C 4.035 0.448 -4.109
C -1.301 -2.408 -2.496
H 5.879 -0.453 -4.782
H -1.826 1.485 6.577
H -1.943 -3.440 3.329
H -2.904 -1.158 3.541
H 4.483 1.402 -3.854
H -0.848 3.628 4.192
H 4.788 -2.562 -5.531
H 0.684 -1.043 -2.027
H 0.987 1.015 6.092
H 1.682 0.903 -0.760
H -0.193 3.054 -5.578
H 1.223 -3.032 3.198
H 0.818 0.875 -5.307
H 0.729 1.036 1.754
H 2.096 1.047 -3.389
H -3.255 1.336 5.496
H -0.406 2.954 5.791
H 2.842 -2.721 5.027
H -2.648 0.278 2.506
H 0.113 2.436 -2.329
H -1.896 3.411 -0.828
H -2.722 -0.472 -3.239
H -0.452 -3.918 2.447
H -1.512 -2.465 -1.420
H 0.709 2.776 4.377
H -2.205 -2.312 -3.109
H -1.963 -3.662 1.544
H -2.419 3.592 -4.580
H 0.828 -2.760 -3.925
H -0.956 -3.423 -2.791
H 2.740 -0.680 6.468
H -2.311 -0.113 5.917
H -1.499 2.581 1.716
H -3.596 1.806 -3.270
H 2.308 -2.826 -5.293
H -3.376 -1.229 1.828
```

**Total charge**: 0
**Orbital gap**: 6.14 eV
**E**: -2086.11306 hartree

***

A structure of composition C28H36Cl2N5O3P2RhS, computed with ωB97M-V/def2-TZVPD.

Geometry as XYZ:
```
78
C28H36Cl2N5O3P2RhS (ωB97M-V/def2-TZVPD)
Rh -1.114 -1.489 -1.116
Cl -4.163 -4.428 -1.103
Cl -2.793 -2.391 -2.730
S -0.052 7.969 -0.102
P 1.273 -1.749 -1.416
P -0.990 -1.429 1.266
O 1.058 7.085 -0.204
O -0.123 9.127 -0.925
O -0.821 7.946 1.140
N -1.527 0.664 -1.362
N 1.054 -0.107 2.342
N -1.433 5.588 -0.822
N -2.683 7.556 -1.232
N 2.832 -0.287 0.187
C 2.646 1.194 3.565
C -2.634 -3.257 2.426
C -0.584 1.585 -1.110
C 2.613 -4.022 -0.421
C 3.800 -2.607 -2.107
C 0.754 -0.793 1.263
C -2.762 1.094 -1.642
C 4.760 1.727 2.504
C 1.664 -0.889 0.165
C -0.841 2.938 -1.117
C -0.401 -2.910 3.541
C 2.437 -3.178 -1.680
C -2.126 3.385 -1.406
C -3.544 5.440 -1.900
C 2.278 0.471 2.403
C -1.139 -3.005 2.202
C -1.886 -0.158 2.181
C 1.698 -0.552 -2.719
C 3.171 0.388 1.311
C -1.678 6.854 -0.832
C 3.864 1.804 3.606
C -3.648 6.826 -1.799
C 4.430 1.038 1.377
C -0.553 -4.122 1.352
C -3.103 2.433 -1.679
C -4.322 -2.870 -1.841
C 1.845 -4.021 -2.811
C -2.399 4.847 -1.388
H -4.336 4.874 -2.362
H -3.506 0.334 -1.847
H 2.536 -4.832 -3.043
H 3.764 -2.117 -3.076
H 0.872 0.124 -2.924
H -0.054 3.644 -0.895
H 4.158 2.357 4.487
H 1.799 -4.733 -0.297
H 2.718 -3.427 0.488
H 5.097 0.962 0.531
H 1.952 1.240 4.391
H -0.859 -2.184 4.212
H 2.580 0.017 -2.422
H 1.706 -3.446 -3.728
H -3.083 -2.531 3.103
H 1.916 -1.094 -3.638
H -4.515 7.358 -2.167
H -1.459 -0.076 3.180
H -2.753 -4.240 2.883
H -5.085 -2.877 -2.615
H -3.195 -3.265 1.488
H -2.941 -0.417 2.240
H -4.497 -2.102 -1.094
H 5.715 2.229 2.571
H -1.781 0.804 1.680
H -1.076 -4.235 0.396
H 0.649 -2.647 3.416
H 0.890 -4.466 -2.528
H -4.123 2.703 -1.904
H 3.530 -4.601 -0.527
H -0.645 -5.067 1.888
H 0.408 1.225 -0.875
H 0.504 -3.959 1.160
H 4.485 -3.451 -2.199
H -0.443 -3.882 4.034
H 4.214 -1.916 -1.375
```

**Total charge**: +2
**Orbital gap (spin up / spin down)**: 7.92 / 6.47 eV
**Multiplicity**: 5
**E**: -3699.25687 hartree

***

A cluster of 6 separate species, C28H36Cl2O16 in total at a distorted geometry, computed with ωB97M-V/def2-TZVPD.

Geometry as XYZ:
```
82
C28H36Cl2O16 (ωB97M-V/def2-TZVPD)
Cl -2.796 2.750 -1.397
Cl -0.617 0.468 1.630
O 0.889 2.183 -2.515
O -5.249 1.334 0.421
O 1.186 0.714 5.849
O 3.737 -0.102 -6.537
O -7.481 1.039 -1.188
O -1.105 -3.542 -1.711
O 2.828 3.494 -3.762
O -4.206 -3.310 0.242
O 2.075 -1.770 -5.074
O 5.064 1.412 0.363
O 2.830 -1.171 7.357
O -2.163 -4.364 -4.394
O 0.893 4.946 0.913
O -6.687 -3.695 -1.186
O 2.406 4.911 -1.356
O 3.434 1.133 2.490
C 2.189 0.030 8.003
C -1.607 2.374 -0.087
C 4.033 2.272 0.478
C 3.740 3.195 -0.475
C -6.245 -2.515 -0.947
C -7.036 -1.355 -1.191
C 3.023 0.410 -5.687
C 1.880 4.017 0.789
C -0.290 -3.802 -2.916
C -0.395 -2.660 -0.834
C 2.640 4.109 -0.428
C -0.975 -4.844 -3.825
C -4.651 -0.972 0.229
C 3.353 -2.047 8.320
C 2.103 3.083 1.725
C 1.816 1.165 7.067
C -5.480 0.223 -0.067
C -1.927 -3.420 -5.489
C 2.131 -0.402 -4.776
C -4.973 -2.243 -0.147
C -1.317 0.866 0.057
C -6.725 -0.068 -0.853
C 3.194 2.024 1.692
C 1.567 1.566 -3.314
C 3.145 1.814 -5.285
C 2.540 2.265 -4.144
C 0.950 1.736 4.939
C 1.523 0.125 -3.643
H 0.986 1.514 3.872
H -1.197 -2.627 -5.323
H 4.199 -1.685 8.904
H 1.249 -0.318 8.431
H -0.538 0.539 -0.631
H -1.222 -5.644 -3.127
H 3.730 -2.877 7.722
H -0.034 2.157 5.147
H -1.746 -4.094 -6.326
H 2.408 -1.983 -5.950
H -2.196 0.281 -0.213
H 2.727 1.737 6.892
H 0.628 -4.214 -2.497
H -0.033 -2.894 -3.460
H 2.321 3.863 -3.035
H -2.844 -2.930 -5.818
H -3.778 -0.860 0.855
H -4.283 -4.045 -0.372
H 2.528 -2.411 8.932
H 0.575 -3.054 -0.531
H 0.963 5.685 0.305
H -0.247 -1.747 -1.411
H 1.447 2.947 2.572
H 3.809 2.511 -5.776
H 2.724 0.273 8.921
H -7.923 -1.437 -1.803
H 4.416 3.332 -1.306
H -0.690 2.863 -0.413
H 0.986 -0.514 -2.958
H 1.579 2.622 5.028
H 1.169 1.957 7.447
H -6.945 1.824 -1.053
H -0.312 -5.319 -4.549
H 4.988 0.851 1.138
H -1.913 2.740 0.893
H -0.781 -2.420 0.157
```

**Total charge**: +1
**Orbital gap (spin up / spin down)**: 4.13 / 2.06 eV
**Multiplicity**: 2
**E**: -3212.18163 hartree

***

A structure of composition C28H36Cl5N4O5P2S3W, computed with ωB97M-V/def2-TZVPD.

Geometry as XYZ:
```
84
C28H36Cl5N4O5P2S3W (ωB97M-V/def2-TZVPD)
W 0.955 0.857 -0.697
Cl 5.848 5.414 -0.714
Cl 3.274 5.470 1.093
Cl 6.295 3.022 -2.662
Cl 1.224 3.073 0.884
Cl 4.212 0.731 -2.847
S 0.695 2.016 -2.959
S -4.738 -1.169 2.320
S 3.234 2.274 3.762
P 2.468 -0.631 0.651
P 1.028 -1.133 -2.108
O -0.848 1.907 -0.665
O -0.414 -0.364 0.282
O -5.240 -2.196 3.181
O -5.481 0.029 2.040
O -0.982 -1.898 1.779
N 1.909 1.593 5.947
N -3.305 -0.689 2.942
N 3.951 2.571 6.286
N -1.621 1.987 -1.745
C -1.173 0.383 2.426
C 3.020 2.147 5.409
C -0.423 -2.230 -1.989
C 2.789 2.034 -0.951
C -3.943 -1.742 -1.584
C -2.692 0.531 2.403
C -0.799 -0.725 1.458
C 4.235 -0.212 0.683
C 2.661 3.129 -0.112
C -1.853 2.199 -4.072
C 4.695 4.140 -0.805
C -3.782 2.246 -2.644
C -3.697 -3.856 -0.490
C 2.116 -0.966 2.401
C 3.554 4.178 -0.002
C -4.355 -1.932 0.772
C -3.630 -3.096 -1.656
C 2.436 -2.330 -0.067
C -2.951 2.101 -1.567
C -4.055 -3.286 0.719
C 3.935 2.045 -1.731
C 4.886 3.066 -1.671
C -3.223 -3.729 -2.956
C -4.307 -1.161 -0.380
C -3.214 2.287 -3.924
C 2.407 -2.248 -1.590
C 1.263 -1.065 -3.911
C -1.017 2.054 -2.953
H -3.700 -4.700 -3.090
H -4.846 2.327 -2.482
H 4.630 -0.186 -0.330
H -4.595 -0.120 -0.335
H 4.801 2.954 5.914
H 0.355 -0.683 -4.377
H 3.334 -1.807 -1.964
H -1.386 2.243 -5.046
H 1.153 1.403 5.314
H 1.698 1.667 6.927
H 2.080 -0.398 -4.175
H -0.721 1.335 2.146
H -4.110 -3.884 1.618
H 3.283 -2.910 0.309
H 1.466 -2.070 -4.286
H -3.848 2.394 -4.794
H 4.783 -0.952 1.269
H -2.143 -3.889 -2.986
H 1.522 -2.802 0.309
H -3.916 -1.136 -2.483
H -0.835 0.107 3.428
H 1.135 -1.416 2.518
H -0.235 -3.152 -2.545
H 2.295 -3.231 -2.054
H -3.263 2.078 -0.535
H 2.865 -1.675 2.760
H -1.278 -1.713 -2.429
H 2.191 -0.045 2.981
H 3.845 2.480 7.281
H -2.637 -1.461 2.939
H -3.468 -4.914 -0.532
H -3.006 0.711 1.372
H 4.368 0.773 1.134
H -3.005 1.390 2.995
H -0.668 -2.447 -0.951
H -3.489 -3.100 -3.805
```

**Total charge**: 0
**Orbital gap (spin up / spin down)**: 6.75 / 6.54 eV
**Multiplicity**: 2
**E**: -5929.17453 hartree